one | A cluster of 2 separate species, C4H13NOS2 in total, computed with ωB97M-V/def2-TZVPD.

## Properties
**Frontier orbital gap**: 9.48 eV
**HOMO level**: -0.3224 Ha
**LUMO**: 0.026 hartree
**Total charge**: 0

```
21
C4H13NOS2 ωB97M-V/def2-TZVPD
N -2.432 -0.062 -0.593
C -1.902 0.408 0.664
C -1.360 -0.685 1.585
C -0.888 1.541 0.429
S 0.550 1.122 -0.587
S 1.986 0.391 0.713
C 1.945 -1.417 0.468
H -3.306 -0.547 -0.439
H -1.784 -0.686 -1.056
H -2.696 0.920 1.220
H -0.510 -1.169 1.087
H -0.908 -0.291 2.492
H -2.077 -1.463 1.815
H -1.396 2.169 -0.287
H -0.667 2.073 1.341
H 1.417 -1.941 1.264
H 2.960 -1.801 0.428
H 1.428 -1.578 -0.467
H -0.448 -1.544 -3.419
H 0.199 -0.750 -2.290
O -0.253 -1.589 -2.468
```

two | A cluster of 2 separate species, C4H13NOS2 in total, computed with ωB97M-V/def2-TZVPD.

## Properties
**Frontier orbital gap**: 9.52 eV
**HOMO level**: -0.3260 Ha
**LUMO**: 0.024 hartree
**Total charge**: 0

```
21
C4H13NOS2 ωB97M-V/def2-TZVPD
S 2.275 0.255 1.098
S 1.287 0.897 -0.530
C -0.605 0.734 -0.360
C -1.049 -0.583 -0.967
C -0.695 -1.826 -0.150
N -2.416 -0.251 -1.270
C -2.582 0.526 -2.485
H 2.480 -1.031 1.033
H -0.988 1.568 -0.979
H -1.000 1.050 0.598
H -0.485 -0.792 -1.959
H -1.085 -1.837 0.825
H 0.376 -1.746 -0.011
H -1.210 -2.698 -0.781
H -3.023 -1.125 -1.149
H -3.556 0.683 -2.912
H -1.995 0.021 -3.259
H -2.071 1.523 -2.365
H -0.413 -0.673 2.852
H 0.565 0.251 3.383
O 0.239 -0.619 3.536
```

Which structure loses on stability? two does.

one | A cluster of 7 separate species, H13O6S in total, computed with ωB97M-V/def2-TZVPD.

## Properties
**Frontier orbital gap**: 7.06 eV
**HOMO level**: -0.1615 Ha
**LUMO**: 0.098 hartree
**Total charge**: -1

```
20
H13O6S ωB97M-V/def2-TZVPD
S 1.111 -1.235 0.999
H 0.763 -2.513 1.555
H -1.124 0.861 -0.365
H 0.163 0.382 -0.314
O -0.400 0.632 -1.005
H 1.027 -0.008 3.271
H -0.088 -0.840 3.699
O 0.254 0.125 3.842
H -3.508 3.998 -4.883
H -3.842 2.453 -4.583
O -3.994 3.209 -5.206
H 0.270 2.199 0.615
H -0.879 2.878 -0.078
O -0.241 2.975 0.606
H 4.675 -1.725 1.597
H 3.419 -1.847 0.661
O 4.295 -2.219 0.836
H -2.435 -2.863 -0.723
H -1.116 -2.172 -0.388
O -1.802 -2.353 -1.079
```

two | A cluster of 7 separate species, H13O6S in total, computed with ωB97M-V/def2-TZVPD.

## Properties
**Frontier orbital gap**: 8.10 eV
**HOMO level**: -0.1704 Ha
**LUMO**: 0.127 hartree
**Total charge**: -1

```
20
H13O6S ωB97M-V/def2-TZVPD
S 0.452 0.510 0.099
H 1.613 -0.220 0.336
H 3.320 -1.424 0.450
H 3.094 -2.747 -0.400
O 3.516 -2.386 0.391
H 1.298 1.634 -1.915
H 0.332 1.009 -2.794
O 1.026 1.736 -2.801
H 1.271 -1.466 -1.939
H 1.602 -0.541 -3.210
O 1.481 -1.481 -2.873
H -2.584 1.300 3.603
H -3.627 0.762 4.433
O -2.988 1.390 4.419
H -1.557 0.588 -1.417
H -1.823 -0.182 -2.622
O -2.297 0.301 -1.946
H -1.226 -0.432 1.750
H -1.059 -0.098 3.327
O -1.725 -0.352 2.662
```

Which structure loses on stability? one does.

one | An isolated molecule of C8H17N5O3, computed with ωB97M-V/def2-TZVPD.

## Properties
**Frontier orbital gap**: 8.06 eV
**HOMO level**: -0.2798 Ha
**LUMO**: 0.017 hartree
**Total charge**: 0

```
33
C8H17N5O3 ωB97M-V/def2-TZVPD
C -0.219 -1.975 -0.314
C 0.146 -1.247 0.999
C 0.604 -1.291 -1.533
C -0.133 0.086 -1.544
C 0.629 1.139 -2.253
C 1.562 3.268 -1.748
C -0.884 -0.885 3.166
C -2.025 -1.604 3.798
H -1.762 -2.200 -1.636
H -1.925 -3.013 -0.262
H 0.208 -3.017 -0.186
H 0.279 -1.718 -2.535
H 1.699 -1.141 -1.398
H -0.440 0.408 -0.556
H -1.012 -0.142 -2.088
H 1.256 0.575 -3.054
H -0.095 1.714 -2.817
H 1.690 1.569 -0.438
H 1.838 3.129 -3.581
H 2.627 3.873 -0.107
H 2.218 5.073 -1.388
H -1.774 -1.483 1.304
H 0.061 -1.235 3.623
H -0.667 0.175 3.480
H -2.580 -2.162 5.473
N -1.609 -2.075 -0.657
N 1.487 2.021 -1.347
N 1.256 3.693 -2.948
N 2.073 4.219 -0.903
N -1.034 -0.838 1.706
O 1.273 -1.174 1.414
O -2.847 -2.260 3.188
O -1.898 -1.479 5.141
```

two | An isolated molecule of C8H17N5O3, computed with ωB97M-V/def2-TZVPD.

## Properties
**Frontier orbital gap**: 9.41 eV
**HOMO level**: -0.3293 Ha
**LUMO**: 0.017 hartree
**Total charge**: 0

```
33
C8H17N5O3 ωB97M-V/def2-TZVPD
C 2.015 -0.133 -3.375
C 1.020 -1.273 -3.299
C 0.739 -1.117 -0.828
C 0.918 -2.177 0.200
C -0.384 -0.173 -0.319
C -0.108 0.605 0.981
C -1.399 1.460 1.255
C -1.705 1.406 3.687
H 2.614 -0.175 -5.300
H 1.142 0.563 -5.133
H 3.048 -0.408 -3.155
H 1.719 0.673 -2.639
H -0.277 -2.345 -2.203
H 1.626 -0.507 -0.912
H -0.556 0.604 -1.078
H -1.301 -0.845 -0.243
H 0.844 1.207 0.982
H 0.035 -0.164 1.752
H -1.480 2.176 0.443
H -2.242 0.775 1.169
H -1.879 3.090 2.537
H -2.120 -0.344 2.947
H -1.608 1.767 5.681
H -0.810 2.898 4.809
H 0.112 -3.795 0.890
N 2.090 0.480 -4.704
N 0.480 -1.621 -2.127
N -1.521 2.133 2.519
N -2.051 0.134 3.874
N -1.578 2.229 4.779
O 0.765 -1.850 -4.351
O 1.846 -2.108 0.999
O 0.003 -3.163 0.163
```

Which structure loses on stability? one does.

one | A cluster of 2 separate species, CH2F3NS in total, computed with ωB97M-V/def2-TZVPD.

## Properties
**Frontier orbital gap (spin up / spin down)**: 7.35 / 7.35 eV
**HOMO level (spin up / spin down)**: -0.3445 / -0.3444 Ha
**LUMO (spin up / spin down)**: -0.074 / -0.074 hartree
**Total charge**: 0

```
8
CH2F3NS ωB97M-V/def2-TZVPD
C 0.393 0.457 0.530
N 0.241 -0.935 0.327
F 0.998 -1.636 -0.595
F -1.886 -0.826 1.245
F 0.269 1.024 -2.393
S -1.225 -0.198 -0.166
H 0.327 1.130 1.383
H 0.882 0.983 -0.331
```

two | A cluster of 3 separate species, CH2F3NS in total, computed with ωB97M-V/def2-TZVPD.

## Properties
**Frontier orbital gap**: 9.31 eV
**HOMO level**: -0.3542 Ha
**LUMO**: -0.012 hartree
**Total charge**: 0

```
8
CH2F3NS ωB97M-V/def2-TZVPD
C 0.568 0.946 0.451
N 1.190 0.060 0.046
F -1.907 1.279 -0.604
F -2.178 0.032 1.414
F 1.962 -2.321 -1.117
S -1.686 -0.241 -0.093
H -0.086 1.627 0.937
H 2.136 -1.383 -1.034
```

three | A cluster of 2 separate species, CH2F3NS in total, computed with ωB97M-V/def2-TZVPD.

## Properties
**Frontier orbital gap (spin up / spin down)**: 8.22 / 9.30 eV
**HOMO level (spin up / spin down)**: -0.3833 / -0.3788 Ha
**LUMO (spin up / spin down)**: -0.081 / -0.037 hartree
**Total charge**: 0

```
8
CH2F3NS ωB97M-V/def2-TZVPD
C 1.545 -0.989 -0.856
N 0.424 -0.469 -0.858
F -1.238 1.091 1.997
F -0.962 2.469 0.217
F -2.317 -0.559 0.876
S -1.613 0.923 0.433
H 2.273 -0.978 -0.043
H 1.888 -1.488 -1.766
```

Which structure loses on stability? one does.

one | A structure of composition C36H51BrF5N5O3S2SiSnTe, computed with ωB97M-V/def2-TZVPD.

## Properties
**Frontier orbital gap (spin up / spin down)**: 5.12 / 4.69 eV
**HOMO level (spin up / spin down)**: -0.4710 / -0.4710 Ha
**LUMO (spin up / spin down)**: -0.283 / -0.299 hartree
**Total charge**: +2

```
106
C36H51BrF5N5O3S2SiSnTe ωB97M-V/def2-TZVPD
Sn -1.115 0.363 0.055
C 2.443 -2.935 7.881
C 1.987 -2.503 6.519
C 1.291 -1.306 6.347
C 0.834 -0.917 5.102
C 1.090 -1.740 4.011
C 1.774 -2.944 4.150
C 2.220 -3.313 5.405
S 0.492 -1.264 2.448
O 0.445 -2.427 1.579
O -0.730 -0.530 2.630
N 1.440 -0.199 1.639
C 2.758 -0.127 1.518
C 3.701 -0.599 2.476
C 5.048 -0.414 2.244
C 5.439 0.238 1.088
C 4.443 0.699 0.196
N 3.161 0.543 0.387
H 2.573 -2.083 8.546
H 3.380 -3.486 7.828
H 1.698 -3.595 8.330
H 1.095 -0.677 7.206
H 0.277 0.003 4.978
H 1.941 -3.581 3.291
H 2.748 -4.250 5.529
H 3.359 -1.064 3.388
H 5.781 -0.762 2.959
H 6.481 0.407 0.859
H 4.742 1.219 -0.708
C -2.742 5.333 -1.075
C -2.037 5.751 0.222
C -2.083 7.293 0.323
C -2.850 5.157 1.381
Si -0.205 5.244 0.220
Br -0.308 2.952 0.789
C 0.663 5.152 -1.478
C 2.162 4.861 -1.342
C 0.081 4.089 -2.417
C 0.505 6.539 -2.145
C 0.863 5.869 1.677
C 0.049 5.921 2.977
C 2.126 5.044 1.961
C 1.313 7.306 1.325
H -3.787 5.649 -1.016
H -2.740 4.250 -1.205
H -2.316 5.795 -1.965
H -3.120 7.619 0.214
H -1.508 7.787 -0.463
H -1.730 7.658 1.287
H -3.865 5.561 1.319
H -2.459 5.411 2.362
H -2.929 4.073 1.306
H 2.351 3.924 -0.811
H 2.702 5.661 -0.838
H 2.588 4.768 -2.346
H 0.286 3.080 -2.053
H 0.569 4.193 -3.392
H -0.991 4.180 -2.574
H 0.892 7.350 -1.526
H -0.530 6.768 -2.396
H 1.075 6.550 -3.079
H -0.333 4.939 3.264
H -0.789 6.614 2.924
H 0.703 6.269 3.782
H 1.908 3.996 2.166
H 2.601 5.459 2.855
H 2.857 5.093 1.158
H 0.477 7.991 1.184
H 1.938 7.337 0.431
H 1.916 7.698 2.149
N -1.539 -2.999 -0.406
C -1.233 -3.421 -1.620
C 0.142 -3.551 -1.996
C 0.454 -3.939 -3.266
C -0.572 -4.212 -4.189
C -1.926 -4.100 -3.827
C -2.267 -3.710 -2.564
H -0.811 -2.839 0.297
H -2.504 -2.876 -0.125
H 0.906 -3.326 -1.261
H 1.487 -4.038 -3.569
H -0.314 -4.514 -5.195
H -2.696 -4.327 -4.552
H -3.301 -3.606 -2.260
N 0.500 0.751 -6.993
C 1.346 0.230 -6.095
S 2.845 -0.332 -6.430
C 0.807 0.129 -4.705
C -0.457 -0.394 -4.452
C -0.876 -0.527 -3.144
N -0.121 -0.161 -2.103
C 1.089 0.367 -2.346
C 1.589 0.515 -3.622
H 0.796 0.825 -7.953
H -0.381 1.157 -6.727
H -1.103 -0.720 -5.257
H -1.851 -0.932 -2.910
H 1.672 0.658 -1.477
H 2.580 0.916 -3.788
F -4.170 0.278 -3.203
Te -4.024 0.878 -1.460
F -3.795 1.721 0.203
F -2.354 1.718 -1.888
F -4.794 2.439 -2.022
F -5.691 0.289 -0.984
O -3.024 -0.520 -0.851
```

two | A structure of composition C36H51BrF5N5O3S2SiSnTe, computed with ωB97M-V/def2-TZVPD.

## Properties
**Frontier orbital gap (spin up / spin down)**: 3.24 / 3.78 eV
**HOMO level (spin up / spin down)**: -0.4368 / -0.4369 Ha
**LUMO (spin up / spin down)**: -0.318 / -0.298 hartree
**Total charge**: +2

```
106
C36H51BrF5N5O3S2SiSnTe ωB97M-V/def2-TZVPD
Sn -1.131 -1.431 -0.213
C 3.980 -3.927 -6.005
C 3.470 -3.278 -4.764
C 2.126 -3.390 -4.413
C 1.650 -2.758 -3.282
C 2.512 -2.020 -2.497
C 3.859 -1.915 -2.803
C 4.330 -2.551 -3.937
S 1.816 -1.188 -1.124
O 2.751 -0.363 -0.438
O 0.619 -0.468 -1.575
N 1.164 -2.237 -0.095
C 1.194 -3.566 -0.142
C 2.330 -4.332 -0.483
C 2.258 -5.700 -0.353
C 1.068 -6.292 0.060
C -0.023 -5.466 0.312
N 0.042 -4.156 0.228
H 3.165 -4.321 -6.607
H 4.646 -4.751 -5.755
H 4.553 -3.220 -6.601
H 1.455 -3.962 -5.036
H 0.607 -2.808 -3.007
H 4.498 -1.334 -2.155
H 5.376 -2.484 -4.197
H 3.238 -3.817 -0.745
H 3.116 -6.314 -0.582
H 0.968 -7.363 0.133
H -1.002 -5.875 0.532
C -0.962 3.829 -1.642
C -0.686 4.187 -0.173
C -0.645 5.721 -0.038
C -1.865 3.660 0.652
Si 1.040 3.453 0.419
Br -0.333 0.178 1.469
C 2.450 3.270 -0.930
C 3.716 2.642 -0.334
C 2.004 2.389 -2.107
C 2.795 4.675 -1.457
C 1.543 3.613 2.307
C 0.311 3.689 3.216
C 2.380 2.426 2.788
C 2.347 4.919 2.451
H -1.951 4.190 -1.919
H -0.940 2.751 -1.795
H -0.251 4.306 -2.309
H -1.595 6.136 -0.369
H 0.139 6.163 -0.648
H -0.493 6.025 0.993
H -2.788 4.006 0.191
H -1.844 4.024 1.671
H -1.864 2.577 0.674
H 3.526 1.623 -0.006
H 4.122 3.233 0.481
H 4.477 2.599 -1.111
H 1.599 1.441 -1.769
H 2.873 2.172 -2.724
H 1.273 2.881 -2.737
H 3.146 5.324 -0.660
H 1.943 5.147 -1.941
H 3.590 4.594 -2.196
H -0.287 2.787 3.119
H -0.282 4.576 3.016
H 0.659 3.763 4.244
H 1.824 1.504 2.660
H 2.588 2.567 3.844
H 3.329 2.344 2.279
H 1.765 5.785 2.149
H 3.268 4.904 1.875
H 2.617 5.053 3.496
N -1.218 -2.154 3.660
C -0.441 -3.228 3.544
C 0.962 -3.141 3.773
C 1.727 -4.280 3.776
C 1.142 -5.526 3.534
C -0.227 -5.623 3.266
C -1.011 -4.497 3.266
H -0.820 -1.240 3.841
H -2.182 -2.189 3.352
H 1.402 -2.169 3.944
H 2.784 -4.220 3.986
H 1.747 -6.419 3.563
H -0.664 -6.593 3.080
H -2.074 -4.557 3.091
N -7.404 2.960 0.676
C -7.000 2.256 -0.374
S -8.019 1.979 -1.657
C -5.635 1.704 -0.387
C -4.939 1.480 0.800
C -3.685 0.897 0.745
N -3.100 0.538 -0.392
C -3.746 0.765 -1.529
C -5.006 1.338 -1.579
H -8.352 3.307 0.717
H -6.784 3.202 1.433
H -5.368 1.689 1.765
H -3.134 0.712 1.657
H -3.249 0.440 -2.437
H -5.500 1.491 -2.527
F -3.695 -1.913 -1.363
Te -4.144 -2.604 0.368
F -4.772 -3.659 1.796
F -5.491 -1.260 0.397
F -5.372 -3.559 -0.652
F -2.920 -4.001 -0.092
O -2.980 -1.767 1.375
```

Which structure loses on stability? two does.

one | The ion C3H6NO3P with charge -2, computed with ωB97M-V/def2-TZVPD.

## Properties
**Frontier orbital gap**: 6.08 eV
**HOMO level**: 0.0190 Ha
**LUMO**: 0.242 hartree
**Total charge**: -2

```
14
C3H6NO3P ωB97M-V/def2-TZVPD
C 0.336 -0.366 -0.004
C 1.743 -1.087 -0.135
C 0.480 1.082 0.493
N -0.678 -1.021 -0.171
O -2.339 0.662 1.087
O -1.800 1.108 -1.323
O -3.274 -0.985 -0.724
P -2.262 0.106 -0.302
H 2.488 -0.336 -0.507
H 1.641 -1.789 -0.917
H 2.219 -1.429 0.776
H 1.290 1.634 -0.020
H 0.632 0.963 1.609
H -0.475 1.457 0.139
```

two | The ion C3H6NO3P with charge -2, computed with ωB97M-V/def2-TZVPD.

## Properties
**Frontier orbital gap**: 5.89 eV
**HOMO level**: 0.0290 Ha
**LUMO**: 0.246 hartree
**Total charge**: -2

```
14
C3H6NO3P ωB97M-V/def2-TZVPD
C 0.683 1.270 -0.078
C 0.478 -0.201 -0.249
C -0.612 -1.087 0.499
N 1.518 0.307 0.553
O 3.149 -1.604 0.044
O 3.333 0.586 -1.435
O 4.117 0.604 1.026
P 3.240 -0.071 -0.046
H 1.160 1.817 -0.925
H 0.150 1.999 0.473
H 0.720 -0.684 -1.242
H -1.755 -0.795 0.602
H -0.186 -1.290 1.485
H -0.709 -2.063 -0.129
```

Which structure loses on stability? two does.